# 1
A molecular structure, C47H38N11OSTa at a distorted geometry. Source: the OMol25 dataset; level of theory: the ωB97M-V functional and the def2-TZVPD basis.

Last column: Löwdin charge in e.
CARTESIAN COORDINATES (ANGSTROEM)
Ta: -0.16 0.67 0.08  1.963
S: 3.68 -1.22 1.65  0.734
O: 0.08 -1.76 -0.36  -0.051
N: -2.18 0.31 -2.61  0.226
N: 6.35 -0.92 1.77  0.037
N: 2.32 1.83 -1.91  0.229
N: -0.37 0.39 2.06  -0.034
N: 5.53 -0.49 -0.19  0.041
N: -2.71 -0.25 2.12  0.228
N: 1.09 -2.39 -2.31  0.089
N: 1.80 1.15 2.78  0.207
N: 1.78 1.14 0.34  -0.066
N: 0.08 0.87 -1.92  -0.051
N: -2.07 0.12 -0.20  -0.057
C: 4.90 2.86 -0.49  0.001
C: -0.49 2.31 -6.24  -0.033
C: 3.80 2.18 0.01  -0.114
C: -1.18 1.62 -5.27  0.007
C: 2.47 -1.91 -2.09  -0.173
C: -0.52 1.40 -4.06  -0.090
C: 0.36 1.20 5.55  0.021
C: 0.39 -2.66 -1.15  -0.447
C: -5.35 -1.19 0.73  0.013
C: -0.54 1.15 6.59  -0.025
C: -0.60 2.82 0.09  -0.255
C: 2.74 -4.01 -0.60  -0.188
C: 5.86 3.27 0.41  -0.043
C: 0.27 3.75 0.72  -0.111
C: -5.05 -0.86 -2.08  0.011
C: -6.38 -1.48 -0.13  -0.035
C: -1.42 0.38 4.11  -0.090
C: -0.89 5.59 -0.31  -0.055
C: 1.48 2.56 -4.84  0.004
C: -1.60 0.12 2.69  -0.219
C: 0.80 1.86 -3.85  -0.095
C: -4.16 -0.73 0.18  -0.094
C: 0.83 2.78 -6.03  -0.040
C: 2.61 1.69 -0.65  -0.273
C: 1.50 -4.85 -0.97  -0.162
C: -1.76 4.70 -0.92  -0.065
C: 2.40 1.28 1.59  -0.358
C: -1.62 3.34 -0.72  -0.117
C: -0.09 0.81 4.30  -0.090
C: 7.55 -0.53 1.01  -0.099
C: 4.64 2.33 2.29  0.012
C: -2.31 0.31 5.16  0.022
C: 0.57 0.79 3.01  -0.221
C: -6.23 -1.31 -1.53  -0.025
C: -4.01 -0.57 -1.21  -0.085
C: 6.97 -0.25 -0.39  -0.099
C: -1.86 0.71 6.40  -0.021
C: 0.14 -4.11 -0.88  -0.080
C: 3.67 1.93 1.38  -0.160
C: 1.16 1.52 -2.51  -0.237
C: -2.69 -0.04 -1.45  -0.262
C: 3.33 -3.13 -1.72  -0.170
C: 0.13 5.11 0.51  -0.065
C: 5.22 -0.87 1.06  -0.815
C: 5.74 3.01 1.79  -0.035
C: -2.94 -0.30 0.80  -0.205
C: -0.97 0.79 -2.84  -0.256
H: -5.46 -1.32 1.80  0.126
H: 6.37 -1.19 2.73  0.141
H: -7.33 -1.82 0.26  0.119
H: 2.49 2.93 -4.67  0.122
H: 1.64 -5.26 -1.98  0.115
H: -4.94 -0.73 -3.15  0.125
H: -0.30 -4.20 0.11  0.125
H: -2.34 2.67 -1.20  0.087
H: 1.32 3.33 -6.82  0.118
H: -2.19 1.26 -5.43  0.125
H: 4.99 3.07 -1.56  0.128
H: 8.00 0.36 1.44  0.116
H: 6.73 3.83 0.05  0.120
H: 0.82 5.80 0.99  0.113
H: 4.84 -0.36 -0.90  0.119
H: -0.97 2.50 -7.20  0.118
H: 7.16 0.76 -0.72  0.105
H: 4.53 2.13 3.35  0.131
H: -3.33 -0.03 5.00  0.129
H: 1.07 3.42 1.37  0.083
H: 2.52 -3.38 0.27  0.061
H: 3.47 -3.74 -2.62  0.121
H: -0.56 -4.53 -1.60  0.134
H: 6.51 3.35 2.46  0.118
H: 8.28 -1.33 1.00  0.120
H: -2.55 5.07 -1.57  0.115
H: 3.52 -4.70 -0.29  0.119
H: -0.99 6.66 -0.48  0.116
H: 1.09 -3.18 -2.94  0.137
H: 2.84 -1.42 -2.99  0.122
H: -7.07 -1.54 -2.17  0.121
H: 1.45 -5.71 -0.30  0.118
H: -2.54 0.71 7.24  0.121
H: 7.36 -0.94 -1.14  0.120
H: 1.38 1.54 5.70  0.128
H: 4.32 -2.80 -1.41  0.095
H: 2.45 -1.19 -1.27  0.070
H: -0.23 1.46 7.58  0.121

Calculated values
**Net charge**: +2
**E_HOMO (alpha / beta)**: -11.49 / -11.50 eV
**Gap between HOMO and LUMO (alpha / beta)**: 4.0 / 4.0 eV
**Strongest force on any atom**: 1.29 eV/A
**Relative energy (zero: lowest compared OMol25 entry of this formula, charge and spin)**: 44.59 kcal per mole


# 2
A molecular structure, C47H39N4O2SbTl. Source: the OMol25 dataset; level of theory: the ωB97M-V functional and the def2-TZVPD basis.

Last column: Löwdin charge in e.
CARTESIAN COORDINATES (ANGSTROEM)
Tl: -0.88 -0.86 -0.62  0.884
Sb: 1.46 0.11 0.87  1.616
O: -0.74 0.74 -2.22  -0.165
O: -1.90 -1.87 1.05  -0.193
N: -1.88 2.08 -0.69  0.077
N: -1.98 0.97 0.11  -0.115
N: -2.80 -1.57 -1.84  0.063
N: -0.35 -2.76 -2.01  0.057
C: 0.96 3.14 1.48  -0.126
C: -3.25 -1.68 4.37  -0.071
C: -1.14 3.03 -2.74  -0.154
C: -0.40 2.88 -3.91  -0.031
C: -1.21 -4.39 -3.54  -0.123
C: -1.25 1.86 -1.83  -0.459
C: 1.11 -4.42 -2.89  -0.014
C: -3.54 -4.32 -4.19  0.002
C: 4.43 0.22 1.75  -0.280
C: -2.78 0.07 2.23  -0.150
C: 1.48 2.25 0.56  -0.304
C: -3.39 0.50 3.43  -0.055
C: 1.05 -0.87 2.76  -0.312
C: 5.40 -1.40 -0.33  -0.079
C: 5.79 -0.06 1.62  -0.032
C: 1.53 4.97 0.04  -0.058
C: 2.04 4.07 -0.88  -0.033
C: 0.56 -1.20 5.07  -0.035
C: -0.22 3.96 -4.77  -0.076
C: 2.02 2.70 -0.65  -0.297
C: -1.55 5.32 -3.31  -0.076
C: 2.57 1.77 -1.70  -0.056
C: 0.70 -0.33 3.99  -0.298
C: -2.32 -4.90 -4.28  -0.003
C: -3.63 -0.34 4.48  -0.092
C: 3.56 -0.32 0.80  -0.314
C: 0.98 4.50 1.22  -0.066
C: -1.37 -3.27 -2.72  -0.123
C: 0.73 -2.57 4.92  -0.062
C: -3.97 -0.97 -1.74  -0.067
C: 0.50 1.15 4.19  -0.042
C: 1.05 -3.09 3.68  -0.071
C: 4.04 -1.13 -0.23  -0.146
C: -5.10 -1.43 -2.43  -0.004
C: -2.65 -2.14 3.22  -0.019
C: -3.74 -3.17 -3.36  -0.123
C: 1.21 -2.24 2.60  -0.146
C: -2.56 1.10 1.25  -0.069
C: -0.80 5.19 -4.46  -0.081
C: 0.85 -3.31 -2.09  -0.090
C: -1.73 4.25 -2.45  -0.029
C: -4.98 -2.53 -3.24  0.025
C: 0.08 -4.97 -3.61  0.026
C: 6.27 -0.86 0.60  -0.062
C: 3.94 1.06 2.90  -0.044
C: -2.67 -2.65 -2.63  -0.130
C: -2.40 -1.30 2.11  -0.355
H: 1.45 1.68 4.17  0.078
H: 1.55 6.03 -0.17  0.112
H: 3.48 1.28 -1.36  0.071
H: -0.15 1.54 3.41  0.053
H: -4.38 -4.71 -4.74  0.126
H: 6.48 0.36 2.35  0.117
H: 2.46 4.44 -1.81  0.119
H: -5.84 -2.91 -3.79  0.129
H: 0.55 2.80 2.42  0.058
H: 1.63 -2.85 -1.50  0.097
H: 0.30 -0.79 6.04  0.118
H: 4.77 1.51 3.43  0.089
H: 1.17 -4.16 3.55  0.110
H: 0.62 -3.22 5.77  0.111
H: -4.02 -0.11 -1.09  0.120
H: 2.80 2.33 -2.61  0.088
H: 0.56 5.19 1.95  0.110
H: 1.83 1.01 -1.97  0.056
H: -3.42 -2.36 5.19  0.109
H: 2.10 -4.84 -2.92  0.119
H: 7.33 -1.05 0.52  0.111
H: 0.24 -5.84 -4.24  0.130
H: -2.01 6.28 -3.08  0.105
H: 0.04 1.92 -4.13  0.111
H: -2.31 4.36 -1.54  0.108
H: -2.36 -3.18 3.12  0.118
H: 3.29 1.87 2.55  0.062
H: -2.93 2.10 1.49  0.136
H: -3.68 1.55 3.50  0.112
H: 0.02 1.35 5.14  0.091
H: -6.04 -0.90 -2.32  0.120
H: 1.47 -2.65 1.63  0.090
H: 3.36 -1.53 -0.97  0.076
H: 5.77 -2.02 -1.14  0.107
H: -0.66 6.03 -5.13  0.104
H: -2.17 -5.77 -4.91  0.125
H: 0.35 3.83 -5.68  0.104
H: 3.37 0.44 3.60  0.079
H: -4.10 0.03 5.38  0.102

Calculated values
**Net charge**: +1
**E_HOMO**: -9.61 eV
**Gap between HOMO and LUMO**: 6.4 eV
**Strongest force on any atom**: 0.56 eV/A
**Relative energy (zero: lowest compared OMol25 entry of this formula, charge and spin)**: 4.10 kcal per mole


# 3
A molecular structure, C47H39NO2PSnTe. Source: the OMol25 dataset; level of theory: the ωB97M-V functional and the def2-TZVPD basis.

Last column: Löwdin charge in e.
CARTESIAN COORDINATES (ANGSTROEM)
Te: -2.76 -0.78 2.56  1.351
Sn: -0.59 -0.32 0.48  1.053
P: 0.91 0.80 2.78  0.985
O: 3.02 -1.34 -0.49  0.112
O: 0.56 -1.97 0.73  -0.358
N: -2.05 -2.08 -0.32  -0.074
C: -3.53 -4.49 -1.87  -0.039
C: -0.07 -0.11 6.67  -0.067
C: -0.09 0.03 5.28  -0.107
C: 1.02 0.50 4.59  -0.340
C: -4.16 -6.16 0.26  -0.058
C: 5.64 -2.51 -0.26  -0.031
C: -2.86 -4.36 -0.66  -0.213
C: -4.52 -5.45 -2.01  -0.060
C: -3.03 -3.48 3.90  -0.149
C: 1.16 -5.52 -1.34  -0.245
C: -1.26 -5.01 4.49  -0.068
C: 4.49 1.49 0.91  -0.060
C: -1.78 -3.33 -0.47  -0.167
C: 3.15 -2.51 -0.20  -0.292
C: -2.62 -4.69 4.46  -0.077
C: -0.29 5.24 2.80  -0.068
C: 4.54 -4.01 1.27  -0.036
C: 2.19 0.70 6.70  -0.063
C: -3.16 -5.21 0.40  -0.025
C: 3.17 1.61 1.33  -0.090
C: -2.08 -2.61 3.37  -0.518
C: -0.12 -5.05 -1.13  0.036
C: 6.88 -2.97 0.18  -0.067
C: -1.19 4.27 2.38  -0.071
C: -4.84 -6.28 -0.94  -0.068
C: -0.73 -2.92 3.42  -0.141
C: 3.43 -0.38 2.66  -0.101
C: 4.75 -0.48 2.26  -0.075
C: -4.06 -1.64 1.09  -0.426
C: -3.44 -1.61 -0.30  -0.314
C: 4.47 -3.03 0.28  -0.179
C: 1.07 0.22 7.38  -0.070
C: 2.17 0.83 5.32  -0.086
C: 1.00 4.88 3.18  -0.061
C: 2.21 -4.70 -0.97  0.037
C: 1.40 -6.88 -1.97  -0.040
C: 5.28 0.46 1.39  -0.072
C: -0.79 2.94 2.35  -0.121
C: 0.50 2.57 2.73  -0.370
C: 1.40 3.56 3.15  -0.085
C: 2.64 0.69 2.23  -0.388
C: 6.94 -3.94 1.17  -0.074
C: 5.77 -4.46 1.72  -0.071
C: -0.38 -3.81 -0.52  -0.065
C: 0.70 -3.04 -0.05  -0.274
C: 2.01 -3.47 -0.36  -0.065
C: -0.32 -4.13 3.98  -0.058
H: 0.84 -6.99 -2.90  0.084
H: -3.28 -3.85 -2.70  0.130
H: -4.99 -1.08 1.12  0.057
H: 3.05 1.20 4.81  0.104
H: -2.60 -5.13 1.32  0.117
H: 3.23 -5.01 -1.19  0.133
H: -0.95 -0.49 7.18  0.110
H: 7.79 -2.57 -0.24  0.109
H: -1.49 2.18 2.03  0.035
H: -0.60 6.28 2.83  0.110
H: 6.31 0.38 1.07  0.111
H: 5.82 -5.20 2.51  0.107
H: 4.90 2.22 0.22  0.111
H: 3.02 -1.11 3.35  0.114
H: 3.08 0.96 7.25  0.111
H: -0.96 -5.65 -1.48  0.128
H: -2.19 4.55 2.08  0.109
H: 0.01 -2.24 3.02  0.066
H: 1.70 5.65 3.50  0.112
H: -4.08 -2.20 -0.96  0.110
H: -4.08 -3.23 3.88  0.102
H: 5.36 -1.30 2.62  0.110
H: 1.08 -7.68 -1.30  0.085
H: -3.44 -0.59 -0.68  0.102
H: 1.10 0.12 8.45  0.110
H: -0.94 -5.95 4.93  0.111
H: -5.05 -5.56 -2.95  0.112
H: -1.00 -0.22 4.75  0.033
H: -4.25 -2.66 1.42  0.049
H: 7.90 -4.31 1.52  0.108
H: -5.62 -7.03 -1.05  0.110
H: 2.40 3.29 3.44  0.109
H: -4.39 -6.82 1.09  0.110
H: 0.73 -4.38 4.00  0.112
H: 2.46 -7.02 -2.20  0.078
H: -3.35 -5.36 4.88  0.112
H: 5.57 -1.73 -1.01  0.125
H: 2.56 2.43 0.97  0.108
H: 3.62 -4.41 1.68  0.118

Calculated values
**Net charge**: +1
**E_HOMO**: -10.40 eV
**Gap between HOMO and LUMO**: 7.8 eV
**Strongest force on any atom**: 0.40 eV/A


# 4
A molecular structure, C47H40BrN5O2P2Zr. Source: the OMol25 dataset; level of theory: the ωB97M-V functional and the def2-TZVPD basis.

Last column: Löwdin charge in e.
CARTESIAN COORDINATES (ANGSTROEM)
Zr: -1.05 0.72 -0.51  1.545
Br: 3.10 1.27 4.17  0.850
P: 1.74 0.91 -1.10  0.936
P: 0.73 -1.35 0.30  0.928
O: -6.27 -0.93 1.18  0.091
O: -2.26 0.40 1.18  -0.268
N: -3.91 -0.64 0.01  0.073
N: -0.03 1.73 1.58  0.000
N: 2.11 -0.56 -0.33  -0.360
N: -2.89 -0.71 -0.90  -0.093
N: -0.79 -1.01 -2.47  0.042
C: -3.09 -1.37 -1.97  -0.040
C: 1.93 1.13 -3.92  -0.115
C: 0.50 -5.54 -1.56  -0.054
C: 2.72 2.21 -0.29  -0.374
C: 4.01 0.95 -5.11  -0.046
C: -1.95 -1.58 -2.85  -0.265
C: 3.75 1.94 0.60  -0.130
C: -0.82 2.56 -2.18  -0.211
C: 1.03 -1.74 2.03  -0.373
C: -2.06 -2.43 -3.93  0.016
C: 1.69 -4.83 -1.64  -0.060
C: 4.53 2.97 1.12  -0.065
C: -0.92 -2.77 -4.64  -0.005
C: -0.60 -4.97 -0.93  -0.055
C: -0.51 -3.69 -0.39  -0.094
C: 4.27 4.28 0.75  -0.046
C: 3.98 0.72 -2.72  -0.075
C: 0.20 -1.82 4.29  -0.051
C: 2.37 -2.71 3.78  -0.062
C: -6.47 -0.21 3.39  0.011
C: -5.94 0.35 4.53  -0.043
C: 4.68 0.72 -3.92  -0.048
C: 2.48 3.53 -0.67  -0.088
C: 0.03 -1.46 2.96  -0.096
C: -2.43 2.87 -0.59  -0.146
C: 0.29 -2.27 -4.20  -0.007
C: 0.67 2.77 4.08  -0.058
C: 1.12 1.40 2.17  -0.220
C: 0.69 -2.99 -0.47  -0.376
C: 0.31 -1.40 -3.12  -0.148
C: -1.96 1.81 -2.55  -0.170
C: -4.60 0.78 4.56  -0.071
C: -3.83 0.63 3.44  -0.026
C: 1.37 -2.44 4.70  -0.053
C: 3.25 4.56 -0.15  -0.048
C: -0.84 2.57 2.24  -0.134
C: 2.59 0.91 -2.71  -0.356
C: 1.49 1.89 3.41  -0.633
C: -5.69 -0.37 2.25  -0.250
C: 1.79 -3.56 -1.10  -0.098
C: -1.10 3.19 -0.94  -0.178
C: 2.64 1.16 -5.11  -0.051
C: -3.48 -0.06 1.11  -0.375
C: -0.52 3.12 3.47  -0.012
C: 2.20 -2.38 2.45  -0.080
C: -4.35 0.07 2.27  -0.079
C: -2.96 2.02 -1.57  -0.139
H: 3.06 5.58 -0.45  0.117
H: -3.02 -2.84 -4.20  0.131
H: -0.88 -0.96 2.64  0.085
H: 1.71 3.77 -1.40  0.097
H: -1.79 2.79 1.79  0.086
H: -2.98 3.25 0.25  0.125
H: -3.95 1.61 -1.58  0.127
H: 1.77 0.70 1.67  0.040
H: 0.86 1.26 -3.94  0.087
H: -0.59 -1.60 5.01  0.116
H: 0.95 3.17 5.05  0.124
H: 3.04 -0.94 -0.28  0.075
H: 5.32 2.74 1.81  0.113
H: 4.52 0.59 -1.79  0.106
H: 3.96 0.92 0.92  0.098
H: -1.21 3.80 3.95  0.126
H: -2.07 1.23 -3.45  0.120
H: -2.79 0.95 3.45  0.096
H: 1.25 -1.02 -2.78  0.064
H: 4.87 5.08 1.15  0.118
H: 2.72 -3.02 -1.19  0.101
H: 1.50 -2.71 5.74  0.118
H: -1.37 -3.26 0.11  0.107
H: -6.56 0.47 5.41  0.118
H: 2.98 -2.62 1.73  0.109
H: 2.11 1.35 -6.04  0.117
H: 0.43 -6.53 -1.97  0.116
H: -5.62 -1.03 0.47  0.070
H: -7.50 -0.54 3.36  0.130
H: -4.19 1.21 5.47  0.107
H: 3.28 -3.20 4.10  0.117
H: -4.05 -1.84 -2.17  0.151
H: 4.56 0.98 -6.04  0.119
H: 5.75 0.57 -3.91  0.118
H: 2.55 -5.28 -2.13  0.116
H: -1.53 -5.52 -0.86  0.116
H: -0.97 -3.44 -5.49  0.129
H: 1.23 -2.53 -4.68  0.127
H: 0.08 2.68 -2.76  0.081
H: -0.43 3.83 -0.40  0.113

Calculated values
**Net charge**: +2
**E_HOMO**: -12.68 eV
**Gap between HOMO and LUMO**: 6.7 eV
**Strongest force on any atom**: 0.46 eV/A
**Relative energy (zero: lowest compared OMol25 entry of this formula, charge and spin)**: 0.00 kcal per mole


# 5
A molecular structure, C47H40ClN2O3P3S2Y. Source: the OMol25 dataset; level of theory: the ωB97M-V functional and the def2-TZVPD basis.

Last column: Löwdin charge in e.
CARTESIAN COORDINATES (ANGSTROEM)
Y: 0.43 -0.54 0.15  0.940
Cl: 2.60 -0.22 2.31  0.687
S: -0.09 1.88 1.67  0.224
S: 2.72 0.27 -1.37  0.273
P: -0.21 2.56 -0.26  0.383
P: 1.14 1.06 -2.38  0.383
P: -0.10 -2.14 2.65  1.072
O: 2.30 -4.35 -0.51  0.022
O: -2.44 -3.41 -1.64  -0.019
O: 1.67 -2.42 0.44  -0.285
N: -0.58 -2.24 -0.95  -0.084
N: -2.11 -0.49 0.43  -0.050
C: -0.63 -0.58 -3.78  -0.099
C: 1.65 2.49 -3.40  -0.322
C: 3.32 4.62 -0.13  -0.085
C: -1.73 -4.13 1.66  -0.114
C: 1.45 -3.22 4.73  -0.088
C: 2.32 3.69 0.12  -0.111
C: -3.19 -1.15 5.94  -0.096
C: 1.06 3.85 -0.46  -0.332
C: -3.19 5.28 0.45  -0.091
C: 3.08 5.71 -0.94  -0.101
C: 0.71 3.14 -4.18  -0.090
C: -1.36 -1.83 3.95  -0.355
C: 1.83 5.88 -1.52  -0.093
C: 2.52 -1.49 3.51  -0.592
C: -2.97 -2.48 5.62  -0.087
C: -4.11 5.01 -0.56  -0.102
C: -1.59 -0.49 4.27  -0.101
C: -1.88 -2.44 -1.12  -0.595
C: -2.03 -5.36 1.11  -0.076
C: 0.83 4.95 -1.28  -0.090
C: 1.40 -2.29 3.69  -0.348
C: 1.33 -1.74 -5.36  -0.092
C: 2.56 -3.37 5.53  -0.081
C: 0.24 -6.07 1.49  -0.070
C: 2.97 2.93 -3.41  -0.103
C: 1.07 4.22 -4.96  -0.094
C: 2.39 4.67 -4.96  -0.104
C: -0.18 1.34 -1.39  -0.650
C: -2.06 -2.82 4.63  -0.095
C: 0.33 -3.29 -1.35  -0.124
C: -0.97 -1.57 -4.68  -0.078
C: 0.01 -2.15 -5.48  -0.094
C: -0.45 -3.85 2.14  -0.365
C: 0.54 -4.83 2.04  -0.091
C: -2.66 3.26 -1.37  -0.092
C: -3.84 4.00 -1.47  -0.091
C: 1.67 -0.76 -4.44  -0.102
C: 3.65 -1.63 4.30  -0.109
C: -2.76 -1.29 -0.62  -0.167
C: 3.67 -2.57 5.31  -0.082
C: 3.34 4.02 -4.18  -0.092
C: -2.50 -0.16 5.27  -0.081
C: -1.75 3.53 -0.36  -0.359
C: -1.04 -6.34 1.03  -0.081
C: -2.03 4.55 0.55  -0.103
C: 1.54 -3.40 -0.41  -0.651
C: 0.69 -0.17 -3.64  -0.346
H: -2.94 -0.63 -1.47  0.105
H: 4.56 -2.67 5.93  0.102
H: -2.43 2.47 -2.07  0.085
H: 2.56 -4.10 6.32  0.101
H: -2.38 -0.80 1.36  0.057
H: -3.72 -1.70 -0.31  0.111
H: -3.51 -3.27 6.13  0.099
H: 0.58 -3.85 4.90  0.106
H: 3.70 2.43 -2.78  0.067
H: 4.36 4.37 -4.17  0.100
H: -3.90 -0.89 6.72  0.097
H: -0.26 -2.94 -6.17  0.096
H: 2.67 5.52 -5.57  0.095
H: -1.37 -0.12 -3.13  0.073
H: 4.51 -0.99 4.11  0.100
H: 2.71 -0.48 -4.31  0.093
H: -2.00 -1.91 -4.75  0.104
H: 2.10 -2.20 -5.96  0.097
H: -3.01 -5.54 0.70  0.106
H: 0.74 -3.09 -2.36  0.121
H: -2.67 0.89 5.50  0.103
H: 0.33 4.73 -5.56  0.097
H: -2.50 -3.37 1.68  0.107
H: -3.40 6.07 1.17  0.097
H: -1.91 -3.86 4.37  0.101
H: -0.14 5.09 -1.74  0.108
H: 1.63 6.72 -2.17  0.101
H: -1.26 -7.30 0.58  0.099
H: -1.08 0.29 3.73  0.041
H: -1.32 4.75 1.35  0.101
H: -4.55 3.77 -2.26  0.097
H: -0.33 2.80 -4.16  0.107
H: -0.17 -4.26 -1.41  0.118
H: -5.02 5.58 -0.64  0.094
H: 3.87 6.43 -1.13  0.096
H: 1.03 -6.80 1.38  0.107
H: 1.55 -4.60 2.32  0.112
H: -2.35 0.49 0.37  0.045
H: 2.51 2.84 0.75  0.068
H: 4.30 4.48 0.32  0.101

Calculated values
**Net charge**: -1
**E_HOMO**: -4.79 eV
**Gap between HOMO and LUMO**: 7.2 eV
**Strongest force on any atom**: 0.60 eV/A
**Relative energy (zero: lowest compared OMol25 entry of this formula, charge and spin)**: 2.58 kcal per mole


Among the records above, which one has the highest strongest force on any atom? C47H38N11OSTa


Number 3 is which compound? C47H39NO2PSnTe


Which of these has the lowest strongest force on any atom? C47H39NO2PSnTe